Density functional theory data (ωB97M-V/def2-TZVPD) for a 13-piece molecular cluster, C19H64N6O13 overall at a distorted geometry.

Last column: Mulliken charge in e.
Atoms and positions in Å:
C -7.291 -3.293 3.116  -0.45
C -7.617 -2.647 4.498  -0.55
O -7.311 -3.526 5.545  -0.42
H -7.967 -4.040 2.822  0.11
H -6.299 -3.703 2.998  -0.12
H -7.428 -2.628 2.283  0.54
H -8.645 -2.282 4.496  0.29
H -6.980 -1.702 4.698  0.30
H -7.404 -2.992 6.395  0.29
C -3.124 -3.298 1.269  -0.74
C -2.419 -4.590 0.777  -0.54
O -3.452 -5.261 0.093  -0.28
H -3.338 -2.554 0.464  0.30
H -2.561 -2.735 2.053  0.40
H -4.163 -3.508 1.674  -0.03
H -2.093 -5.198 1.574  0.39
H -1.598 -4.488 0.087  0.38
H -3.227 -6.179 0.064  0.10
C -6.593 -8.084 3.631  -0.95
C -7.530 -6.923 3.598  1.83
O -7.692 -6.487 4.890  -0.70
H -6.999 -8.985 3.982  0.33
H -5.796 -7.888 4.326  0.45
H -6.081 -8.328 2.665  -0.04
H -8.471 -7.289 3.113  -0.80
H -6.984 -6.108 3.075  -0.64
H -6.829 -6.193 5.162  0.46
C -7.430 -10.768 -0.586  -1.29
C -7.604 -10.733 0.907  0.73
O -6.422 -10.376 1.523  -0.80
H -6.594 -11.317 -0.938  0.46
H -7.413 -9.770 -1.017  -0.04
H -8.258 -11.290 -1.028  0.42
H -7.962 -11.672 1.301  0.61
H -8.356 -9.991 1.128  -0.69
H -6.440 -10.614 2.427  0.31
C -12.179 -3.939 -1.101  -1.01
C -11.030 -3.916 -0.052  -0.65
O -10.429 -5.188 -0.217  -0.45
H -12.802 -4.815 -0.990  0.35
H -11.847 -3.831 -2.169  0.22
H -12.870 -3.151 -0.895  0.44
H -11.470 -3.739 0.903  0.34
H -10.331 -3.159 -0.199  0.64
H -11.105 -5.813 0.086  0.04
C -7.818 -8.025 -4.026  -1.70
C -7.847 -7.410 -2.659  3.08
O -6.525 -7.082 -2.287  -0.71
H -7.162 -8.927 -4.116  0.29
H -7.451 -7.322 -4.769  0.42
H -8.819 -8.238 -4.329  0.42
H -8.328 -8.091 -1.949  -1.05
H -8.461 -6.516 -2.595  -1.36
H -6.376 -6.882 -1.302  0.05
C -3.658 -8.421 0.652  0.48
O -3.301 -8.604 2.016  -0.73
N -4.806 -8.738 0.210  -0.11
N -2.850 -7.940 -0.246  -0.49
H -5.441 -9.279 0.834  -0.09
H -5.021 -8.828 -0.823  0.26
H -1.854 -7.826 0.050  0.31
H -3.107 -7.931 -1.269  0.22
C -8.552 -3.759 -3.412  0.31
O -7.747 -2.917 -4.133  -0.77
N -9.211 -4.733 -4.077  -0.30
N -8.912 -3.523 -2.202  0.03
H -9.084 -4.843 -5.155  0.28
H -9.729 -5.546 -3.677  0.21
H -8.538 -2.684 -1.717  0.21
H -9.630 -4.009 -1.658  -0.17
C -7.390 -6.470 0.535  -0.35
O -8.275 -7.513 0.673  0.12
N -6.147 -6.547 0.260  1.49
N -7.739 -5.251 0.352  0.98
H -5.748 -7.476 0.306  -0.28
H -5.493 -5.798 0.270  -0.37
H -8.746 -5.133 0.214  0.19
H -7.085 -4.519 -0.033  -0.18
C -10.603 -8.648 -0.878  0.59
O -11.528 -9.712 -1.208  -0.58
H -9.661 -9.095 -0.566  -0.45
H -10.925 -7.998 -0.039  -0.22
H -10.453 -7.963 -1.693  0.09
H -10.973 -10.491 -1.174  0.38
C -4.008 -5.728 3.675  -0.81
O -4.784 -5.571 4.845  -0.47
H -4.670 -5.934 2.876  0.02
H -3.318 -6.627 3.831  0.11
H -3.377 -4.945 3.425  0.82
H -4.687 -4.657 5.046  0.30
C -10.653 -8.868 2.621  0.05
O -11.176 -8.771 3.988  -0.63
H -11.412 -9.256 1.954  0.33
H -9.791 -9.559 2.704  0.17
H -10.169 -7.918 2.393  -0.17
H -10.508 -8.694 4.652  0.33
C -5.321 -3.896 -1.836  -0.48
O -5.981 -3.491 -0.656  -0.59
H -5.784 -4.799 -2.263  -0.03
H -4.261 -4.032 -1.679  0.25
H -5.465 -3.151 -2.593  0.51
H -5.696 -2.612 -0.459  0.27

frontier orbital gap: 9.4 eV
energy above the lowest of the compared OMol25 structures with the same formula, charge and spin: 217.9 kJ/mol
spin multiplicity: 1
HOMO: -9.056 eV
E: -2068.736417 a.u.
total charge: 0
lowest unoccupied orbital energy: 0.30 eV